[1]
ORCA calculation (wB97M-V/def2-TZVPD) on a structure of composition C6H12O in a non-equilibrium geometry.

Values from the calculation:
ΔE to the lowest compared entry with this formula, charge and spin = 216.2 kJ/mol
HOMO-LUMO gap = 9.8 eV
Lowest unoccupied orbital energy = 0.88 eV

```
! RIJCOSX wB97M-V def2-TZVPD def2/J DEFGRID3
* xyz 0 1
C 1.008 -0.196 0.403
C -0.227 0.536 -0.719
C 0.317 -0.909 1.552
C -0.655 1.860 -0.104
C -1.414 -0.376 -0.988
C 1.728 -1.043 -0.498
O 1.702 -1.506 -1.590
H 1.616 0.659 0.695
H 0.290 0.741 -1.662
H 2.706 -1.304 0.422
H -0.503 -0.299 1.936
H 1.034 -1.095 2.355
H -0.091 -1.873 1.241
H -1.129 1.720 0.873
H -1.378 2.382 -0.745
H 0.199 2.533 0.024
H -1.109 -1.321 -1.447
H -1.966 -0.604 -0.070
H -2.128 0.096 -1.676
*
```

Charges per atom according to Mulliken partitioning, unit e: 0.27, 0.40, -1.30, -1.44, -1.41, -0.11, -0.40, 0.38, 0.36, 0.09, 0.31, 0.41, 0.33, 0.28, 0.43, 0.36, 0.34, 0.28, 0.43

---

[2]
ORCA calculation (wB97M-V/def2-TZVPD) on a cluster of 2 separate species, C6H12O in total.

Values from the calculation:
ΔE to the lowest compared entry with this formula, charge and spin = 269.0 kJ/mol
HOMO-LUMO gap = 10.8 eV
Lowest unoccupied orbital energy = 1.11 eV

```
! RIJCOSX wB97M-V def2-TZVPD def2/J DEFGRID3
* xyz 0 1
C 3.094 1.098 -0.055
C 1.858 0.220 -0.092
O 1.010 0.637 0.958
C -1.330 -1.026 -0.058
C -2.303 -0.768 1.054
C -2.723 -0.634 -0.368
C -1.602 0.210 -0.864
H 3.605 0.984 0.907
H 2.807 2.148 -0.170
H 3.791 0.833 -0.857
H 2.146 -0.839 0.025
H 1.357 0.311 -1.071
H -0.800 -1.929 -0.324
H -2.188 0.132 1.664
H -2.667 -1.638 1.599
H -3.469 -1.184 -0.921
H -1.380 0.164 -1.928
H -1.413 1.186 -0.408
H 0.211 0.095 0.909
*
```

Charges per atom according to Mulliken partitioning, unit e: -1.29, 0.10, -0.56, -0.55, -0.22, -0.49, -0.20, 0.31, 0.31, 0.37, 0.23, 0.20, 0.34, 0.15, 0.25, 0.29, 0.26, 0.18, 0.31

---

Question: Look up the lowest unoccupied orbital energy of the first one.
Answer: 0.88 eV

---

Question: ΔE to the lowest compared entry with this formula, charge and spin of number 1 (C6H12O)?
Answer: 216.2 kJ/mol

---

Question: Which formula does entry 2 have?
Answer: C6H12O

---

Question: What is the formula in the first record?
Answer: C6H12O